Version a
DFT (ωB97M-V/def2-TZVPD) results for the ion C3H10NO with charge +1.

Each line ends with the natural charge from an NBO analysis.
Cartesian coordinates (Å):
N (0.00114, 0.19609, -1.54327)  -0.689
C (0.17565, 1.12228, -0.36645)  -0.215
C (-0.44395, 0.52299, 0.86670)  -0.459
C (0.05771, -0.84391, 1.23472)  -0.068
O (0.27487, -1.53157, -0.02163)  -0.777
H (0.33088, 0.62616, -2.40721)  0.432
H (-0.99152, -0.03325, -1.68071)  0.429
H (0.43349, -0.71487, -1.32073)  0.472
H (1.23235, 1.32308, -0.22722)  0.229
H (-0.35113, 2.03233, -0.62702)  0.234
H (-0.22354, 1.20351, 1.67976)  0.259
H (-1.52820, 0.57680, 0.78212)  0.225
H (0.95883, -0.77531, 1.83201)  0.201
H (-0.75738, -1.37982, 1.72649)  0.210
H (0.83079, -2.32452, 0.07243)  0.515

The HOMO-LUMO gap comes out at 12.22 eV. As for the net charge: +1. The value obtained for the highest occupied orbital energy is -15.52 eV. The structure (SMILES) is [NH3+]CCCO.

=====

Version b
DFT (ωB97M-V/def2-TZVPD) results for a cluster of 2 separate species, C3H10NO in total.

Each line ends with the natural charge from an NBO analysis.
Cartesian coordinates (Å):
O (-2.13454, -0.38796, 0.66059)  -0.488
C (-0.97762, -0.09121, 0.82345)  0.413
C (0.11277, -1.03906, 0.41987)  -0.335
N (-0.52841, -2.04347, -0.48343)  -0.679
H (-0.69640, 0.93657, 1.12646)  0.188
H (0.91484, -0.62036, -0.18992)  0.259
H (0.51198, -1.44425, 1.29711)  0.264
H (-0.08826, -2.96490, -0.45789)  0.453
H (-1.53264, -2.12518, -0.26969)  0.467
H (-0.60635, -1.77217, -1.47260)  0.451
C (0.98838, 2.31734, -0.32083)  -0.864
H (1.59371, 1.41219, -0.34743)  0.189
H (-0.01697, 2.19240, -0.77409)  0.211
H (1.53536, 3.15090, -0.78009)  0.253
H (0.92416, 2.47918, 0.76849)  0.217

The HOMO-LUMO gap comes out at 11.43 eV. As for the net charge: +1. The value obtained for the highest occupied orbital energy is -15.44 eV.

=====

Energy comparison, zero being the most stable, in kJ/mol: version a 0.0; version b 88.8.

=====

Version a
DFT (ωB97M-V/def2-TZVPD) results for a cluster of 2 separate species, C3H10NO in total.

Each line ends with the natural charge from an NBO analysis.
Cartesian coordinates (Å):
C (2.68665, 0.21060, 0.22967)  -0.427
C (-1.13322, 0.60668, -0.41163)  0.115
C (-2.22997, 0.26811, 0.47325)  -0.273
O (-2.86288, -0.94483, -0.12200)  -0.621
N (1.69632, -0.77869, -0.23593)  -0.713
H (2.23118, 1.25888, 0.12607)  0.200
H (3.59689, 0.08108, -0.36534)  0.238
H (-1.11127, -0.03721, -1.29125)  0.209
H (-0.93566, 1.62280, -0.74695)  0.242
H (-2.99708, 1.03486, 0.59290)  0.310
H (-1.95255, -0.08149, 1.50486)  0.334
H (-2.52117, -0.97474, -0.98415)  0.457
H (2.92353, 0.06239, 1.31231)  0.211
H (0.69263, -0.56244, -0.16133)  0.320
H (1.91661, -1.76599, 0.07950)  0.397

The HOMO-LUMO gap comes out at 4.83 eV. As for the net charge: +1. The value obtained for the highest occupied orbital energy is -13.58 eV.

=====

Version b
DFT (ωB97M-V/def2-TZVPD) results for the ion C3H10NO with charge +1.

Each line ends with the natural charge from an NBO analysis.
Cartesian coordinates (Å):
N (1.75357, 0.74872, -0.53625)  -0.678
C (0.99506, -0.46490, 0.03379)  -0.214
C (-0.34861, -0.07768, 0.64414)  -0.459
C (-1.55925, -0.65693, -0.08962)  -0.053
O (-2.74250, 0.07737, 0.12913)  -0.691
H (2.52327, 0.99702, 0.08913)  0.448
H (1.15363, 1.57812, -0.62084)  0.446
H (2.15321, 0.51472, -1.44940)  0.451
H (0.90889, -1.17620, -0.78815)  0.235
H (1.67170, -0.88872, 0.77040)  0.236
H (-0.35456, -0.30268, 1.70925)  0.252
H (-0.45088, 1.01565, 0.64171)  0.196
H (-1.34608, -0.71858, -1.16158)  0.157
H (-1.77433, -1.64948, 0.30071)  0.204
H (-2.58312, 1.00358, 0.32757)  0.469

The HOMO-LUMO gap comes out at 10.05 eV. As for the net charge: +1. The value obtained for the highest occupied orbital energy is -14.08 eV. The structure (SMILES) is [NH3+]CCCO.

=====

Energy comparison, zero being the most stable, in kJ/mol: version a 488.0; version b 0.0.

=====

Version a
DFT (ωB97M-V/def2-TZVPD) results for a cluster of 2 separate species, C3H10NO in total.

Each line ends with the natural charge from an NBO analysis.
Cartesian coordinates (Å):
C (0.40817, 0.26190, -2.53496)  -0.250
O (0.20131, 1.22468, -1.47784)  -0.789
H (-0.47571, -0.37562, -2.62215)  0.182
H (0.73745, 0.73658, -3.45405)  0.205
H (1.18553, -0.39581, -2.13086)  0.170
H (0.28229, 2.12869, -1.79234)  0.494
C (-0.07550, -1.57115, 2.01266)  -0.412
C (-0.86670, 0.38227, 1.16005)  0.140
N (0.24320, -0.28651, 1.25440)  -0.421
H (0.67532, -2.30643, 1.72226)  0.252
H (-1.07148, -1.94270, 1.78089)  0.242
H (0.11076, -1.30073, 3.05011)  0.245
H (-1.79912, 0.10999, 1.68728)  0.207
H (-1.16180, 0.86409, 0.24360)  0.258
H (1.05500, 0.19734, 0.86114)  0.477

The HOMO-LUMO gap comes out at 8.76 eV. As for the net charge: +1. The value obtained for the highest occupied orbital energy is -14.34 eV.

=====

Version b
DFT (ωB97M-V/def2-TZVPD) results for a cluster of 2 separate species, C3H10NO in total.

Each line ends with the natural charge from an NBO analysis.
Cartesian coordinates (Å):
C (0.87678, 1.51832, 2.07995)  -0.423
N (1.57491, 0.95642, 0.90598)  -0.694
H (-0.00153, 1.95375, 1.65713)  0.234
H (0.42455, 0.70389, 2.62704)  0.249
H (1.68711, 2.22354, 2.56265)  0.249
H (1.64844, 1.65499, 0.14281)  0.435
H (1.04505, 0.14349, 0.47100)  0.490
H (2.57410, 0.70109, 1.07346)  0.441
O (-0.46433, -0.86928, -0.21447)  -0.654
C (-1.49748, -1.04970, -0.90553)  0.481
C (-1.38440, -1.66009, -2.26208)  -0.740
H (-2.56737, -0.85567, -0.36482)  0.159
H (-0.61835, -2.45943, -2.25992)  0.263
H (-0.96334, -0.86310, -2.86030)  0.258
H (-2.33415, -2.09823, -2.65291)  0.253

The HOMO-LUMO gap comes out at 10.54 eV. As for the net charge: +1. The value obtained for the highest occupied orbital energy is -14.02 eV.

=====

Energy comparison, zero being the most stable, in kJ/mol: version a 160.4; version b 0.0.

=====

Version a
DFT (ωB97M-V/def2-TZVPD) results for the ion C6H10OPS with charge +1.

Each line ends with the natural charge from an NBO analysis.
Cartesian coordinates (Å):
C (-0.53276, 2.70841, -1.00159)  -0.150
C (-0.72731, 2.22076, 0.08643)  -0.097
C (-0.33355, 0.52335, 1.79117)  -0.153
C (0.86315, -0.12566, 1.18640)  -0.784
C (-0.97379, 1.53176, 1.28228)  -0.243
C (-1.05463, -0.99408, -1.15466)  -0.867
O (1.59095, -0.04457, -1.49612)  -0.918
P (0.76543, -0.91698, -0.48018)  1.622
S (1.52251, -2.93376, -0.43145)  -0.182
H (-0.08558, 3.17355, -1.86880)  0.259
H (1.59682, -0.44527, -2.30720)  0.511
H (-0.70092, 0.13661, 2.69504)  0.234
H (1.64659, 0.53859, 1.25187)  0.292
H (1.22514, -0.95571, 1.72515)  0.268
H (-1.69348, 1.93638, 1.94877)  0.251
H (-0.90915, -1.58104, -2.08447)  0.262
H (-1.24935, 0.07547, -1.18275)  0.277
H (-1.53850, -1.55636, -0.40125)  0.249
H (0.58842, -3.29144, 0.44137)  0.168

The HOMO-LUMO gap comes out at 9.51 eV. As for the net charge: +1. The value obtained for the highest occupied orbital energy is -13.19 eV.

=====

Version b
DFT (ωB97M-V/def2-TZVPD) results for the ion C6H10OPS with charge +1.

Each line ends with the natural charge from an NBO analysis.
Cartesian coordinates (Å):
C (1.91364, 3.11028, 0.27199)  -0.099
C (1.66296, 1.92814, 0.47787)  -0.133
C (1.71404, -0.50064, 0.05668)  -0.507
C (0.96680, -0.29271, -1.24745)  -0.300
C (1.31657, 0.62209, 0.99794)  0.035
C (-2.06742, -1.30577, 0.64994)  -1.050
O (-0.07666, 0.63346, 1.26271)  -0.764
P (-1.07624, 0.10598, 0.12694)  1.413
S (-2.19162, 1.72667, -0.40237)  -0.162
H (2.17536, 4.11847, -0.05453)  0.267
H (1.59841, -1.47817, 0.30361)  0.237
H (2.73526, -0.57588, -0.12417)  0.271
H (1.12264, 0.64682, -1.74867)  0.228
H (0.81779, -1.13693, -1.90149)  0.227
H (1.80218, 0.45210, 1.97389)  0.257
H (-2.78240, -0.77413, 1.32907)  0.287
H (-1.32064, -2.05960, 0.95811)  0.289
H (-2.63052, -2.05178, -0.07108)  0.326
H (-3.03885, 1.24353, -1.24780)  0.176

The HOMO-LUMO gap comes out at 9.17 eV. As for the net charge: +1. The value obtained for the highest occupied orbital energy is -13.54 eV.

=====

Energy comparison, zero being the most stable, in kJ/mol: version a 0.0; version b 161.2.

=====

Version a
DFT (ωB97M-V/def2-TZVPD) results for the molecule C7H15NO2.

Each line ends with the natural charge from an NBO analysis.
Cartesian coordinates (Å):
O (0.99573, 2.04670, 3.03835)  -0.725
C (1.07821, 1.56041, 1.71633)  -0.093
C (0.90420, 0.03668, 1.68765)  0.072
O (-0.26201, -0.32166, 2.39532)  -0.731
C (0.85785, -0.50183, 0.25022)  -0.234
N (0.01362, 0.31009, -0.60836)  -0.450
C (-1.40729, 0.02754, -0.45137)  -0.244
C (-1.74287, -1.14208, -1.40421)  -0.434
C (-0.59810, -1.13561, -2.42910)  -0.433
C (0.24081, 0.09369, -2.02741)  -0.217
H (1.74840, 1.71438, 3.54148)  0.466
H (2.02451, 1.84166, 1.24085)  0.167
H (0.25574, 2.02352, 1.16975)  0.203
H (1.77125, -0.43066, 2.19377)  0.146
H (-0.43242, 0.38708, 3.03256)  0.485
H (1.87544, -0.46939, -0.14675)  0.201
H (0.53643, -1.55236, 0.30057)  0.182
H (-1.63663, -0.19587, 0.58737)  0.235
H (-1.95538, 0.92492, -0.75278)  0.187
H (-2.71325, -0.99417, -1.87447)  0.211
H (-1.77468, -2.08414, -0.85790)  0.206
H (-0.95688, -1.05497, -3.45337)  0.211
H (0.00175, -2.04257, -2.35047)  0.201
H (1.30191, -0.02208, -2.24572)  0.199
H (-0.12634, 0.98071, -2.55233)  0.189

The HOMO-LUMO gap comes out at 9.33 eV. The value obtained for the highest occupied orbital energy is -8.52 eV. The structure (SMILES) is OC[C@@H](O)CN1CCCC1.

=====

Version b
DFT (ωB97M-V/def2-TZVPD) results for a structure of composition C7H15NO2.

Each line ends with the natural charge from an NBO analysis.
Cartesian coordinates (Å):
C (-0.38954, -0.12722, -0.46997)  0.122
C (-0.69012, 0.49234, 0.91618)  -0.090
C (0.16877, 0.78974, -1.55519)  -0.626
C (-1.62987, -0.84903, -0.99123)  -0.625
C (0.63710, -2.53423, -0.41195)  -0.413
C (1.53163, 1.81329, 1.30368)  -0.698
N (0.66498, -1.12940, 0.01535)  -0.636
C (0.04248, 1.60759, 1.49694)  0.502
O (-2.06386, 0.59831, 1.17141)  -0.734
O (-0.54801, 2.35930, 2.28562)  -0.635
H (-2.13061, 1.37532, 1.75892)  0.498
H (1.58726, -0.74082, -0.16458)  0.384
H (0.14332, -0.69176, 1.20681)  0.348
H (0.33017, 0.23894, -2.48577)  0.208
H (-0.55032, 1.58608, -1.74755)  0.230
H (1.11062, 1.25256, -1.26789)  0.210
H (-2.39344, -0.10563, -1.20607)  0.245
H (-1.39920, -1.40545, -1.90083)  0.203
H (-2.05017, -1.52553, -0.24957)  0.228
H (0.67456, -2.63622, -1.50014)  0.191
H (1.49705, -3.04384, 0.01922)  0.212
H (-0.26762, -3.00567, -0.03744)  0.210
H (2.03075, 1.05646, 0.69939)  0.185
H (1.68202, 2.78561, 0.83186)  0.237
H (2.01203, 1.83927, 2.28278)  0.242

The HOMO-LUMO gap comes out at 8.01 eV. The value obtained for the highest occupied orbital energy is -7.47 eV.

=====

Energy comparison, zero being the most stable, in kJ/mol: version a 0.0; version b 176.0.

=====

Version a
DFT (ωB97M-V/def2-TZVPD) results for a cluster of 2 separate species, C4H11NP in total.

Each line ends with the natural charge from an NBO analysis.
Cartesian coordinates (Å):
C (0.27970, 0.28492, 0.67978)  0.186
C (0.87460, 0.26231, 2.03785)  -0.741
C (2.35169, -0.02215, -0.51643)  -0.657
C (0.83852, 0.15157, -0.48042)  -0.299
N (-2.66998, -0.57529, -1.45897)  -0.911
P (-2.33975, 0.10103, 0.35135)  0.436
H (1.62706, 0.96305, 2.09639)  0.252
H (1.35208, -0.74831, 2.22986)  0.257
H (0.11893, 0.35387, 2.95562)  0.274
H (2.78631, 0.04826, -1.54519)  0.251
H (2.98731, 0.54103, 0.17894)  0.243
H (2.48750, -0.98898, -0.04930)  0.233
H (0.26105, 0.42459, -1.37425)  0.222
H (-1.96959, -0.19825, -2.06724)  0.429
H (-3.47154, -0.37501, -1.93967)  0.428
H (-2.63918, -1.53504, -1.22613)  0.440
H (-2.87472, 1.31241, 0.12783)  -0.043

The HOMO-LUMO gap comes out at 8.10 eV. As for the net charge: +1. The value obtained for the highest occupied orbital energy is -12.89 eV.

=====

Version b
DFT (ωB97M-V/def2-TZVPD) results for the ion C4H11NP with charge +1.

Each line ends with the natural charge from an NBO analysis.
Cartesian coordinates (Å):
C (0.13649, -1.46106, -1.22510)  -0.261
C (1.53727, -0.88854, -1.06375)  -0.288
C (0.00317, 0.71311, -0.11804)  -0.308
C (-2.06356, 0.46093, 1.67213)  -0.907
N (1.37257, 0.55605, -0.73805)  -0.550
P (-0.22626, 0.29490, 1.61494)  0.558
H (-0.40276, -1.31958, -2.14178)  0.208
H (-0.15907, -2.27001, -0.58722)  0.219
H (2.04090, -1.37424, -0.22661)  0.244
H (2.15173, -1.01715, -1.96109)  0.240
H (-0.70577, 1.26625, -0.71675)  0.223
H (-2.35653, 1.38103, 2.16990)  0.258
H (-2.47675, -0.37460, 2.23455)  0.257
H (-2.47379, 0.43719, 0.66522)  0.241
H (2.10951, 0.88433, -0.09712)  0.440
H (1.42614, 1.13189, -1.58426)  0.442
H (0.08672, 1.57950, 2.10301)  -0.015

The HOMO-LUMO gap (spin up / spin down) comes out at 8.16 / 8.30 eV. As for the net charge: +1. The value obtained for the highest occupied orbital energy (spin up / spin down) is -13.01 / -12.87 eV.

=====

Energy comparison, zero being the most stable, in kJ/mol: version a 32.9; version b 0.0.